C18H62O13 | ωB97M-V/def2-TZVPD

```
93
Properties=species:S:1:pos:R:3:forces:R:3:lowdin_charge:R:1
C -13.231 23.030 11.616 -0.2910 0.4409 0.0954 -0.1521
O -13.528 22.129 10.560 -0.1077 -0.2835 0.0916 -0.1164
H -13.166 22.504 12.567 0.2732 -0.2531 -0.1453 0.0407
H -12.310 23.578 11.428 0.1186 -0.0495 0.2000 0.0782
H -14.044 23.751 11.761 0.0109 0.0818 -0.2546 0.0756
H -13.036 22.396 9.782 0.0128 0.0476 -0.0298 0.0723
C -11.749 23.415 15.918 0.2626 0.4046 1.3094 -0.1405
O -12.357 23.751 14.687 -0.0804 -0.3331 0.3306 -0.1434
H -11.279 24.298 16.363 0.0795 0.1047 -0.2931 0.0867
H -12.472 23.105 16.679 -0.2151 -0.1386 -0.2731 0.0877
H -10.975 22.642 15.893 -0.0948 -0.1098 -0.5862 0.0579
H -13.240 23.340 14.716 0.1164 -0.1497 -0.3310 0.0369
C -15.801 23.356 14.423 -0.5967 -0.2098 -0.5058 -0.1365
O -14.829 22.424 14.849 0.4876 0.2899 0.1483 -0.1426
H -16.797 23.120 14.811 0.0689 -0.0225 0.1342 0.0793
H -15.538 24.357 14.758 0.2168 -0.0790 0.1199 0.0876
H -15.877 23.370 13.330 0.0356 0.0871 0.0201 0.0758
H -15.097 21.524 14.611 -0.2687 0.1028 0.2466 0.0537
C -8.598 18.785 10.321 -0.2282 0.8572 -1.3285 -0.1405
O -7.523 19.682 9.964 0.0654 -0.4191 0.7503 -0.1356
H -8.727 18.657 11.390 0.4969 0.0935 0.1051 0.0588
H -9.493 19.256 9.905 -0.3531 -0.4247 0.2741 0.0645
H -8.460 17.828 9.817 -0.0392 -0.1867 0.2833 0.0790
H -7.505 19.693 9.005 0.0734 0.0697 -0.0338 0.0625
C -10.102 15.984 13.553 0.2678 0.1065 -0.1504 -0.1476
O -9.189 17.074 13.566 -0.4313 -0.1683 0.0513 -0.1431
H -9.606 15.106 13.137 0.1048 0.0960 0.0062 0.0781
H -10.438 15.730 14.564 -0.1853 0.0262 -0.0775 0.0735
H -10.948 16.222 12.900 -0.1757 -0.1719 0.1995 0.0540
H -9.712 17.850 13.839 0.4728 0.1466 0.0179 0.0239
C -16.199 19.294 13.590 -0.7987 0.3362 0.1986 -0.1135
O -16.388 19.993 14.843 0.4751 -0.0782 -0.5978 -0.1394
H -16.981 18.534 13.549 0.3586 -0.3273 -0.3300 0.0826
H -16.332 19.972 12.742 0.0390 0.0084 0.0245 0.0834
H -15.200 18.876 13.528 -0.0080 -0.1173 0.3214 0.0665
H -17.320 20.229 14.856 0.0459 0.1177 0.2210 0.0834
C -12.218 16.752 10.227 -0.0941 -0.1552 1.0597 -0.1724
O -11.846 17.819 9.396 0.5103 0.0734 -0.3034 -0.1125
H -11.387 16.057 10.363 0.0725 0.0080 -0.7156 0.0789
H -12.382 17.052 11.273 -0.3787 0.3143 -0.1985 0.0492
H -13.103 16.226 9.866 0.0334 -0.1054 -0.0322 0.0788
H -12.498 18.523 9.409 -0.1719 -0.1018 0.1834 0.0775
C -10.623 25.792 12.866 0.3995 -0.2743 -0.0405 -0.1525
O -10.300 24.402 12.890 -0.2360 0.2598 0.2079 -0.1635
H -10.244 26.286 13.766 -0.3553 0.0575 0.1340 0.0774
H -10.112 26.284 12.038 -0.0508 -0.2714 -0.1879 0.0748
H -11.701 25.903 12.746 -0.0137 0.3484 0.1477 0.0727
H -10.920 24.040 13.554 0.1753 -0.0834 -0.4247 0.0197
C -8.298 16.916 17.804 0.3668 -0.1069 0.1873 -0.0701
C -7.806 17.753 16.638 -0.1019 -0.5408 -0.1540 -0.2942
O -7.322 19.019 17.099 -0.0906 -0.1292 0.1918 -0.0823
H -9.009 17.447 18.437 -0.1202 0.0758 -0.1536 0.0573
H -7.475 16.601 18.449 0.0675 0.1536 -0.0390 0.0758
H -8.759 15.997 17.437 -0.1469 0.0958 -0.0887 0.0774
H -8.611 17.885 15.910 -0.0293 0.1554 0.0036 0.0856
H -7.025 17.212 16.099 0.0898 0.0424 0.0581 0.1222
H -6.642 19.333 16.496 -0.1217 0.0973 -0.0740 0.1024
C -10.625 20.156 19.368 -0.3869 -0.2930 -0.1224 -0.0715
C -9.950 20.953 18.268 0.3504 0.1910 -0.2926 -0.2853
O -9.871 20.295 17.008 0.0044 -0.7615 -0.0515 -0.1265
H -11.578 19.760 19.007 -0.0554 0.1533 0.0520 0.0665
H -10.812 20.779 20.244 -0.0242 0.0993 -0.0672 0.0753
H -10.060 19.290 19.718 0.2835 0.1077 -0.1978 0.0654
H -8.940 21.246 18.574 -0.0543 0.0809 0.0180 0.1187
H -10.507 21.859 18.018 -0.0536 0.0584 0.4610 0.0969
H -9.111 19.681 16.995 0.0074 0.5318 0.2517 0.0484
C -12.493 17.811 16.488 0.7614 -0.0274 0.4305 -0.0948
C -13.857 17.236 16.809 0.3010 0.0982 0.3177 -0.3071
O -13.843 15.859 16.464 0.2987 -0.2710 -0.2803 -0.0774
H -12.163 17.568 15.480 -0.1691 0.1632 -0.1056 0.0585
H -11.720 17.418 17.159 -0.2329 -0.4125 -0.0344 0.0761
H -12.395 18.881 16.685 -0.4605 0.0864 -0.3780 0.0644
H -14.652 17.749 16.257 0.0187 0.0882 0.1146 0.1007
H -14.009 17.352 17.889 -0.3043 0.0723 -0.1080 0.1126
H -14.500 15.361 16.952 -0.1531 0.1676 0.1045 0.0775
C -12.367 19.691 13.396 0.1603 0.2672 -0.3514 -0.0570
C -10.943 20.267 13.380 -1.0573 0.5267 0.5902 -0.2592
O -10.110 19.619 14.319 0.3521 -0.3629 -0.0420 -0.1025
H -12.782 19.534 14.391 0.4624 -0.2700 0.1753 0.0559
H -12.296 18.767 12.820 -0.6231 -0.1712 0.2235 0.0617
H -13.092 20.380 12.953 0.2591 -0.1113 -0.5342 0.0529
H -11.007 21.343 13.582 0.3029 -0.0100 -0.0365 0.1022
H -10.515 20.115 12.391 0.1451 0.0836 0.0373 0.1093
H -10.267 19.921 15.230 -0.1780 0.1689 -0.1836 0.0502
C -7.676 23.434 16.071 -0.2231 -0.4462 0.0142 -0.0737
C -8.049 22.604 14.859 0.1489 -0.2773 -0.2865 -0.3111
O -6.845 22.283 14.136 -0.3495 0.1809 -0.0716 -0.0818
H -6.939 22.889 16.664 0.0440 0.0582 0.0110 0.0737
H -8.560 23.576 16.697 0.0334 0.1231 -0.0015 0.0586
H -7.260 24.401 15.795 -0.0241 0.0176 -0.0676 0.0747
H -8.750 23.124 14.199 0.1347 0.2157 0.0954 0.0895
H -8.535 21.661 15.137 0.0373 0.1358 0.2842 0.0847
H -7.124 22.085 13.235 0.2306 -0.0707 0.0577 0.0800
```
Forces are in eV/Å.

Summary:
E_LUMO	0.3	eV
F_max	1.6	eV Å⁻¹
HOMO-LUMO gap	9.69	eV